Computed, not measured: a structure of composition C27H27FN2O7PS3Ti, with wB97M-V/def2-TZVPD.

* electronic energy: -4166.76580 Ha
* net charge: -2
* maximum force: 1.89 eV Å⁻¹
* HOMO-LUMO gap (spin up / spin down): 0.1688 / 0.2134 Ha
* multiplicity: 2
* LUMO energy (spin up / spin down): 4.1 / 4.1 eV
* <S²>: 0.76
* relative energy (zero: lowest compared OMol25 entry of this formula, charge and spin): 0.0 kJ/mol

Last column: Löwdin charge in e.
Cartesian coordinates (Å):
H: 1.21 5.56 0.05  0.07
H: -2.78 1.86 3.28  0.11
C: 3.22 2.13 2.91  -0.08
O: 0.58 2.35 -0.61  -0.44
H: -2.60 2.55 -4.28  0.07
O: 0.20 -0.07 1.01  -0.62
H: -0.16 -1.50 3.04  0.11
H: 3.83 3.47 4.47  0.09
C: -2.06 1.62 -4.48  -0.08
C: -0.67 -2.11 -5.06  -0.05
H: 0.66 -1.32 -3.62  0.05
C: -1.96 -2.52 -5.31  -0.31
C: 2.79 -4.75 0.81  -0.52
C: 0.98 -3.02 0.01  -0.13
C: -3.15 0.29 4.70  -0.09
N: 0.97 -1.95 -0.78  0.02
H: 1.00 4.23 1.21  0.06
H: 4.23 1.96 2.55  0.10
H: -3.33 -1.47 5.92  0.09
H: -3.37 -1.94 -2.33  0.07
C: 1.23 3.60 -0.85  -0.34
C: -2.45 0.90 3.68  -0.10
H: 0.98 3.95 -1.85  0.10
C: 0.63 2.57 3.80  -0.09
S: -2.71 0.38 -0.18  -0.04
H: 0.08 -2.16 -5.85  0.10
C: -0.99 -1.01 3.53  -0.04
O: -0.39 -4.32 1.45  0.01
C: 2.28 -3.57 0.07  -0.05
H: 2.31 3.46 -0.79  0.09
C: -0.31 -3.33 0.67  -0.53
O: 1.91 -5.41 1.55  0.09
C: -2.59 -2.00 -3.08  -0.14
H: -0.38 2.74 4.15  0.10
H: 1.52 3.85 5.28  0.09
S: -0.50 1.04 1.75  0.93
C: -1.37 0.26 3.11  -0.38
H: -0.34 4.69 0.14  0.08
H: -0.12 2.55 -4.82  0.11
C: 2.16 1.50 2.28  -0.06
Ti: -0.96 -0.82 -0.70  0.27
C: -2.77 -0.98 5.14  -0.10
C: 0.87 1.72 2.73  -0.34
H: 2.43 -0.94 -1.78  -0.03
H: -2.22 1.34 -5.52  0.07
C: -2.93 -2.48 -4.34  -0.05
C: -1.30 -1.55 -2.74  -0.25
C: 1.70 3.19 4.43  -0.10
N: 2.22 -1.79 -1.22  0.03
F: -2.28 -2.99 -6.57  -0.01
O: 3.96 -5.09 0.73  0.05
H: -1.42 -2.63 4.85  0.10
H: 0.98 -4.98 1.53  0.05
O: -1.23 -2.51 0.38  -0.11
H: -3.94 -2.82 -4.58  0.10
C: -0.58 1.78 -4.19  -0.34
H: 2.31 0.84 1.43  0.11
S: 2.34 1.06 -2.61  0.15
C: 3.04 -2.74 -0.73  0.00
C: 0.74 4.58 0.20  -0.07
C: -0.36 -1.64 -3.78  -0.17
H: 4.09 -2.77 -0.98  0.13
O: -0.41 2.16 -2.83  -0.39
H: -0.07 0.84 -4.41  0.06
P: 0.47 1.22 -1.80  0.42
C: -1.70 -1.63 4.54  -0.07
C: 3.00 2.98 3.98  -0.11
H: -4.01 0.78 5.15  0.09
H: -2.48 0.85 -3.84  0.06

Computed, not measured: a structure of composition C27H27MgN6O2PS2Se, with wB97M-V/def2-TZVPD.

* electronic energy: -5263.58666 Ha
* net charge: -1
* maximum force: 1.53 eV Å⁻¹
* HOMO-LUMO gap (spin up / spin down): 0.1684 / 0.1940 Ha
* multiplicity: 2
* LUMO energy (spin up / spin down): 1.6 / 1.5 eV
* <S²>: 0.78
* relative energy (zero: lowest compared OMol25 entry of this formula, charge and spin): 102.6 kJ/mol

Last column: Löwdin charge in e.
Cartesian coordinates (Å):
C: 5.29 -0.85 0.92  -0.03
C: -2.16 4.45 -2.11  -0.11
N: -0.26 2.05 -0.08  -0.01
H: -0.51 3.25 5.01  0.08
C: -0.60 2.91 -1.09  -0.34
C: -0.97 -1.61 -5.35  -0.34
H: 5.31 2.26 -0.42  0.10
C: -1.78 -4.32 1.52  -0.09
O: -0.04 -2.02 -4.36  -0.38
C: -0.58 1.38 2.17  -0.23
H: -3.06 5.04 -2.03  0.09
C: 3.90 -1.07 0.92  -0.38
H: -0.20 5.05 3.35  0.09
C: -1.58 -3.19 2.27  -0.05
H: -2.03 -5.26 1.99  0.10
N: -0.99 -0.89 2.36  0.03
H: -0.11 4.53 0.94  0.11
C: -0.27 3.75 1.67  -0.05
Se: 1.58 -1.98 1.19  1.25
C: 4.89 1.33 -0.06  -0.08
H: -1.81 -5.12 -0.49  0.09
N: 3.30 -2.18 1.39  -0.21
H: 1.00 2.28 -2.36  0.09
H: -1.23 -2.94 -1.51  0.06
C: -1.74 3.72 -1.02  -0.04
H: -0.76 0.90 4.25  0.09
C: -0.62 1.70 3.54  -0.04
N: 1.71 -0.39 0.49  -0.27
C: 2.41 -0.19 -5.80  -0.07
C: -1.44 4.43 -3.29  -0.13
C: -1.66 -4.25 0.13  -0.09
H: 2.88 1.08 -4.12  0.12
N: -0.78 0.18 1.62  -0.09
H: 0.27 3.61 -4.29  0.09
H: -2.32 3.72 -0.10  0.11
C: -1.23 -1.99 1.62  -0.48
H: 6.83 0.54 0.44  0.10
H: -2.72 -1.95 -4.18  0.04
C: 2.41 0.11 -4.31  -0.33
H: -1.09 -0.53 -5.32  0.10
H: -1.67 -3.19 3.34  0.10
H: 3.42 -0.11 -6.19  0.07
H: 2.03 -1.19 -5.98  0.07
C: 5.76 0.35 0.43  -0.10
H: 1.78 0.52 -6.32  0.08
H: 5.95 -1.61 1.30  0.11
C: 0.12 2.90 -2.29  -0.07
S: 1.63 -2.17 -2.11  0.35
C: -2.31 -2.29 -5.13  -0.09
C: -0.31 4.03 3.01  -0.12
C: -0.49 3.00 3.95  -0.14
N: -1.09 -1.94 0.27  -0.04
H: 2.85 1.90 -0.44  0.11
C: 3.01 -0.06 0.42  -0.35
C: -1.33 -3.03 -0.44  -0.20
O: 1.09 0.21 -3.79  -0.38
H: -0.53 -1.91 -6.31  0.11
H: -2.99 -2.04 -5.93  0.07
Mg: -0.18 -0.01 -0.25  0.29
H: -1.78 4.99 -4.15  0.08
C: -0.30 3.65 -3.37  -0.11
H: 2.95 -0.67 -3.75  0.06
C: -0.39 2.42 1.20  -0.26
S: -1.35 -0.20 -2.46  0.46
C: 3.53 1.14 -0.07  0.00
H: -2.18 -3.37 -5.09  0.07
P: 0.34 -1.06 -3.09  -0.08

Computed, not measured: an isolated molecule of C27H27NO6, with wB97M-V/def2-TZVPD.

* electronic energy: -1551.25007 Ha
* maximum force: 0.51 eV Å⁻¹
* SMILES: COC(=O)c1ccc([C@H]2[C@H](Oc3ccccc3)C(=O)N2CCc2ccc(OC)c(OC)c2)cc1
* HOMO-LUMO gap: 0.3148 Ha
* LUMO energy: 0.4 eV
* relative energy (zero: lowest compared OMol25 entry of this formula, charge and spin): 293.2 kJ/mol

Last column: Löwdin charge in e.
Cartesian coordinates (Å):
C: -6.27 2.74 -0.35  -0.10
H: -1.48 1.18 2.41  0.12
H: 3.58 4.74 -1.12  0.10
O: 4.12 -1.09 -1.51  -0.11
N: -1.82 -2.22 0.66  0.02
H: -3.13 1.48 -0.42  0.10
O: -2.63 -3.52 -1.11  0.11
C: 2.20 2.92 0.26  -0.46
H: 4.51 3.43 -1.92  0.09
C: -4.94 0.30 -0.45  -0.25
H: 1.53 0.93 -1.48  0.13
C: -0.82 1.12 1.57  -0.02
C: 3.15 -1.48 -0.62  -0.20
C: 3.07 -0.83 0.62  -0.20
C: -4.89 2.70 -0.37  -0.08
O: 2.43 3.76 1.10  0.12
H: 0.42 2.76 2.20  0.12
H: 5.73 -0.39 0.38  0.10
C: -6.99 1.55 -0.38  -0.08
C: -0.17 0.08 -0.50  -0.01
C: 2.23 -2.49 -0.90  -0.01
H: 2.02 -0.68 2.45  0.14
C: 4.23 -1.76 -2.74  -0.08
C: -6.33 0.34 -0.42  -0.01
C: 0.87 0.97 -0.63  0.00
H: 4.44 -2.83 -2.60  0.10
C: 1.13 -2.19 1.21  -0.23
C: 0.07 -2.52 2.23  -0.12
C: 2.06 -1.21 1.51  0.03
C: 0.24 2.00 1.45  0.01
H: -1.95 -3.20 2.49  0.13
H: -1.08 -4.04 1.19  0.13
C: -2.50 -2.51 -0.47  -0.40
H: 4.64 3.69 -0.15  0.09
C: 1.09 1.94 0.35  -0.12
H: -2.82 -0.56 1.56  0.17
H: -8.07 1.58 -0.36  0.10
O: 2.91 2.80 -0.86  -0.05
H: -0.32 -0.68 -1.25  0.12
H: 4.93 0.91 -0.54  0.08
H: -6.78 3.69 -0.31  0.10
C: -4.21 1.49 -0.42  -0.01
H: -2.62 -0.52 -1.48  0.16
O: -4.38 -0.95 -0.48  0.02
C: 5.08 0.48 0.45  -0.07
H: 0.46 -3.26 2.93  0.13
H: -6.87 -0.59 -0.45  0.12
H: 5.55 1.22 1.10  0.10
C: -2.18 -0.80 0.71  -0.14
H: 2.27 -3.01 -1.85  0.11
C: -1.24 -3.07 1.66  -0.12
H: 3.32 -1.64 -3.34  0.10
H: 5.07 -1.30 -3.25  0.10
C: -3.00 -1.05 -0.60  -0.16
C: 1.23 -2.84 -0.01  -0.04
O: 3.86 0.18 1.08  -0.06
H: -4.31 3.61 -0.35  0.11
C: 3.98 3.72 -1.02  -0.05
C: -1.03 0.15 0.59  -0.19
H: -0.15 -1.61 2.80  0.11
H: 0.54 -3.62 -0.29  0.11